C37H58AsBrF4N3O3PbSi3 | ωB97M-V/def2-TZVPD

Properties
HOMO-LUMO gap (alpha / beta): 4.8 / 8.0 eV
HOMO energy (alpha / beta): -10.18 / -10.88 eV
E: -8105.1023 Ha
M: 1115.17 g/mol
Total charge: +1

```
111
Properties=species:S:1:pos:R:3:forces:R:3
Pb -0.33544 -0.39209 -0.74199 0.3 -1.5 0.7
C 5.07416 -0.04261 -1.70056 -0.1 0.0 0.0
C 4.27983 1.17114 -2.16076 0.2 0.1 0.0
N 3.02780 0.82653 -2.81494 -0.4 -0.3 0.3
C 3.14986 -0.05300 -3.96670 0.2 0.0 -0.3
C 3.88397 0.54661 -5.16707 0.0 0.0 0.1
C 2.15542 1.96283 -2.99674 0.1 0.0 -0.4
C 1.18008 2.17865 -1.81014 0.2 0.1 0.5
N -0.15708 1.67748 -2.04475 -0.2 1.1 -0.9
C -1.01560 2.32414 -2.84886 0.3 -0.1 0.1
C -2.26960 1.71586 -3.10609 -0.4 -0.8 0.3
F -2.51992 0.50855 -2.54030 0.1 0.7 -0.3
C -3.23741 2.28249 -3.89714 -0.3 -0.4 0.1
F -4.39143 1.62651 -4.06754 0.3 0.2 0.0
C -3.03511 3.50844 -4.51040 0.2 -0.1 0.2
C -1.81508 4.12516 -4.29687 0.2 0.4 -0.1
F -1.56352 5.30536 -4.87010 -0.1 -0.3 0.1
C -0.83053 3.56387 -3.50758 0.5 0.6 -0.2
F 0.32727 4.23526 -3.38054 -0.5 -0.3 -0.1
H 5.55086 -0.55526 -2.53588 0.0 0.0 0.0
H 5.86297 0.26584 -1.01484 0.0 0.0 0.0
H 4.42371 -0.75446 -1.18971 0.0 0.0 0.1
H 4.03351 1.79575 -1.29844 0.0 0.0 0.0
H 4.92098 1.78637 -2.81227 -0.1 0.1 0.0
H 3.65932 -0.96478 -3.65021 0.0 0.0 0.0
H 2.14472 -0.34669 -4.26573 -0.1 0.0 0.0
H 3.39016 1.45566 -5.51411 0.0 0.0 0.0
H 4.91635 0.79546 -4.91902 0.0 0.0 0.0
H 3.90183 -0.16423 -5.99320 0.0 0.0 0.0
H 2.72563 2.88996 -3.13436 0.0 0.0 0.0
H 1.56598 1.82141 -3.90573 0.0 0.0 0.0
H 1.59716 1.61897 -0.96077 -0.1 0.0 -0.1
H 1.16593 3.23118 -1.52058 -0.1 0.0 0.0
H -3.79627 3.96336 -5.12586 0.0 0.0 0.0
Br -0.68133 -0.64688 -4.80481 0.1 0.1 0.0
C -1.03098 -2.24533 -3.85850 0.0 -0.3 0.0
C -1.30288 -3.37336 -4.61485 0.0 0.1 -0.1
C -1.51674 -4.56745 -3.94972 0.0 0.0 0.1
C -1.44817 -4.58275 -2.56731 0.0 0.0 -0.1
C -1.19934 -3.39756 -1.89841 0.0 0.0 0.0
N -0.99054 -2.23238 -2.53428 -0.1 0.0 0.0
C -1.15781 -3.41584 -0.36932 0.1 -0.2 0.0
O -0.93721 -4.48536 0.17236 -0.2 0.0 -0.2
O -1.36081 -2.28796 0.19724 0.1 0.5 -0.3
H -1.33795 -3.30286 -5.69135 0.0 0.0 0.0
H -1.72441 -5.47027 -4.50780 0.0 0.0 0.0
H -1.58419 -5.48089 -1.98438 0.0 0.0 0.0
C 2.25831 -2.87066 -1.03527 0.0 0.1 0.2
O 1.99618 -2.05262 0.10415 -0.1 -0.1 -1.0
Si 2.33150 -2.58696 1.63837 -0.3 0.9 1.5
C 1.69904 -4.30879 1.89791 0.0 -0.1 -0.2
C 4.16563 -2.54526 2.00498 0.0 -0.2 -0.3
C 1.49833 -1.23260 2.67197 0.0 0.0 -0.4
Si 2.13410 0.54456 2.62763 -0.3 -1.1 0.4
C 0.71016 1.66061 2.09310 0.3 0.2 0.0
C 3.52664 0.82117 1.41652 0.0 0.1 -0.1
C 2.72776 0.96990 4.35426 0.0 0.3 -0.2
Si 0.25504 -1.76788 3.98819 1.0 -0.1 -0.4
C -0.96687 -3.02399 3.33690 -0.1 0.1 0.1
C -0.68195 -0.33691 4.76778 -0.1 -0.1 0.1
C 1.42679 -2.51441 5.27291 -0.5 0.0 0.1
H 3.31614 -3.13654 -1.09565 0.0 0.0 0.0
H 1.99978 -2.29775 -1.92760 0.0 0.0 -0.1
H 1.66020 -3.78424 -1.00461 0.0 0.0 0.0
H 2.37836 -5.01456 1.41342 0.0 -0.1 0.0
H 0.70376 -4.45041 1.47202 0.1 0.0 0.1
H 1.66877 -4.57353 2.95527 0.0 0.0 0.0
H 4.62918 -3.46866 1.65109 0.1 0.0 0.0
H 4.35905 -2.48127 3.07829 -0.1 0.0 0.0
H 4.66200 -1.70588 1.52189 0.0 0.0 0.0
H 1.12884 2.53189 1.58508 -0.1 0.1 0.0
H 0.11888 2.01236 2.93716 0.0 0.0 -0.1
H 0.03183 1.16495 1.39540 0.0 0.1 0.1
H 3.62395 1.89289 1.22841 0.1 0.1 0.0
H 3.32593 0.32757 0.46370 0.0 0.0 0.0
H 4.48256 0.46414 1.79697 0.0 0.0 0.0
H 1.97283 0.82137 5.12430 0.0 0.0 0.0
H 3.01780 2.02363 4.36019 0.1 0.0 0.2
H 3.60795 0.38156 4.61760 0.0 0.0 0.0
H -1.18326 -2.88571 2.27465 0.1 0.0 0.2
H -1.90026 -2.92291 3.89433 -0.1 -0.1 0.1
H -0.60729 -4.04286 3.46658 0.0 -0.1 0.0
H -1.72618 -0.34295 4.45163 0.0 -0.1 0.2
H -0.26915 0.64189 4.53835 0.1 0.1 0.1
H -0.67311 -0.44708 5.85406 0.0 0.0 0.0
H 2.23591 -3.10034 4.83895 0.0 0.0 -0.1
H 0.83400 -3.17758 5.90793 0.1 0.0 0.2
H 1.86227 -1.73523 5.89779 0.0 0.0 0.0
C -3.90830 -0.96314 1.27677 0.0 0.0 -0.1
As -2.81710 0.51932 0.65847 -0.3 0.2 0.4
C -2.44777 1.37071 2.37220 -0.1 0.0 -0.1
C -4.23134 1.69597 -0.09383 0.1 0.0 -0.1
C -4.76192 2.68918 0.89153 0.0 0.0 0.0
C -4.17798 3.94928 0.99586 0.0 0.0 0.0
C -4.63390 4.86623 1.93022 0.0 0.0 0.0
C -5.68450 4.53496 2.77455 0.0 0.0 0.0
C -6.27979 3.28597 2.67218 0.0 0.0 0.0
C -5.82159 2.37043 1.73605 0.0 0.0 0.0
H -4.71329 -0.57529 1.90087 0.0 0.0 0.0
H -3.29039 -1.65978 1.83789 0.0 0.0 0.0
H -4.32059 -1.48721 0.41655 0.0 0.0 0.0
H -3.37552 1.48702 2.93021 0.0 0.0 0.0
H -1.99449 2.34900 2.22239 -0.1 0.0 0.0
H -1.76008 0.73701 2.93090 -0.2 0.2 -0.3
H -5.01001 1.01592 -0.44151 0.0 0.0 0.0
H -3.81859 2.20628 -0.96164 0.0 0.0 0.0
H -3.36046 4.21339 0.33308 0.0 0.0 0.0
H -4.17459 5.84374 1.99475 0.0 0.0 0.0
H -6.04733 5.25153 3.49856 0.0 0.0 0.0
H -7.10811 3.02542 3.31725 0.0 0.0 0.0
H -6.30193 1.40234 1.65099 0.0 0.0 0.0
```
Positions in Å, forces in eV/Å.

---

C22H47N5O26 | ωB97M-V/def2-TZVPD

Properties
HOMO-LUMO gap: 3.4 eV
HOMO energy: -1.75 eV
E: -3096.4563 Ha
Relative energy (zero: lowest compared OMol25 entry of this formula, charge and spin): 4.51 kcal per mole
M: 797.63 g/mol
Total charge: -2

```
100
Properties=species:S:1:pos:R:3:forces:R:3
C 1.04374 0.53181 3.92851 -1.1 0.0 0.7
C 1.54371 -0.67782 4.66416 0.8 2.1 -2.7
O 2.22281 -1.53143 4.20881 -0.4 -0.8 1.1
N 1.29732 -0.67098 6.16369 -0.4 -1.0 2.3
H 2.09546 -1.14764 6.58862 0.1 -0.3 -0.4
H 1.34869 0.24009 6.61973 -0.3 0.5 -0.8
C 0.02526 -1.38553 6.67114 0.3 0.5 -0.5
H 0.02173 0.30902 3.60215 0.0 0.0 -0.1
H 1.60268 0.84371 3.04613 0.4 -0.4 0.1
H 0.87266 1.40757 4.55790 0.2 0.0 0.1
H -0.83300 -0.90256 6.20869 0.0 -0.2 -0.2
H -0.04901 -1.29879 7.75254 0.3 0.1 0.0
H 0.10510 -2.42987 6.38647 -0.1 0.1 -0.1
C 2.96267 0.89484 -5.18545 -0.6 -0.6 0.5
C 4.35811 0.70953 -5.71707 -0.8 -0.4 0.9
O 4.79633 -0.29537 -6.17825 -0.1 0.3 -0.5
N 5.41939 1.77359 -5.38529 -0.5 0.0 -0.7
H 5.47485 2.50402 -6.09454 -0.3 -0.2 -0.3
H 5.06081 2.31450 -4.58259 0.6 0.1 1.7
C 6.78051 1.14054 -5.27910 -0.9 0.7 0.6
H 2.23561 1.54146 -5.67741 0.5 0.2 -0.6
H 2.86400 1.20250 -4.14170 0.9 0.3 0.0
H 2.48235 -0.08601 -5.13240 0.0 -0.1 -0.5
H 6.62058 0.14495 -4.88392 0.3 0.0 0.0
H 7.33686 1.75700 -4.57697 0.2 0.0 -0.2
H 7.14941 1.11486 -6.29889 0.4 -0.2 0.2
C -3.24115 -3.78279 0.65379 0.5 0.7 0.7
C -3.64664 -4.64002 1.81268 -1.4 1.6 -1.4
O -4.37102 -4.39215 2.70448 0.4 -0.8 0.4
N -2.93171 -6.02463 1.73141 2.2 0.9 0.4
H -3.34440 -6.75209 1.14815 -0.7 -0.2 0.6
H -2.17226 -5.70090 1.12380 0.4 -0.4 0.1
C -2.37124 -6.41039 3.09345 -0.9 -0.2 -0.2
H -3.55184 -2.75423 0.84616 -0.3 -0.1 -0.1
H -3.58965 -4.05708 -0.34550 -0.2 -0.2 0.1
H -2.14715 -3.70834 0.64563 0.1 -0.2 -0.3
H -1.58936 -7.15593 2.99064 -0.3 -0.3 0.0
H -3.24735 -6.69211 3.67225 0.2 -0.6 0.1
H -1.96264 -5.56690 3.64676 0.0 0.4 -0.7
C -0.38812 -0.72635 -0.09863 -0.7 0.2 1.0
C -0.38055 0.68766 -0.62117 0.9 -1.2 -1.0
O -1.29605 1.36558 -0.95932 0.3 -0.1 0.3
N 1.03835 1.15743 -0.79063 0.4 0.6 0.4
H 1.38903 1.50229 0.11454 0.3 0.8 0.2
H 1.70294 0.37057 -0.90270 -0.1 -0.6 -0.6
C 1.23768 2.15884 -1.88906 -0.2 -0.5 0.2
H 0.17669 -0.71680 0.83892 0.0 0.0 0.1
H 0.07054 -1.52120 -0.68590 0.2 0.6 -0.7
H -1.42180 -0.99146 0.10852 0.0 0.0 0.0
H 2.29282 2.32100 -2.08351 0.1 -0.4 0.3
H 0.81599 3.11577 -1.60053 -0.3 -0.2 0.0
H 0.74493 1.67480 -2.73288 0.0 0.5 -0.3
C -6.45081 3.37374 1.39594 0.0 1.0 -1.0
C -5.86653 2.07937 1.90219 -0.7 0.1 -0.7
O -6.51077 1.28292 2.50716 0.1 0.0 0.3
N -4.53496 1.69055 1.42735 0.6 -0.3 -0.7
H -3.76856 2.34838 1.62251 0.5 0.9 0.1
H -4.22633 0.85917 1.94151 0.0 -0.5 0.6
C -4.45393 1.29234 -0.06803 0.7 0.2 1.1
H -7.44853 3.24492 0.97300 -0.1 -0.6 0.4
H -5.93421 3.81795 0.54235 0.6 -0.2 0.3
H -6.56353 4.17648 2.12371 0.3 -0.3 0.4
H -4.17311 2.14675 -0.67795 -0.8 0.2 0.0
H -5.37165 0.75112 -0.27038 0.2 0.0 -0.6
H -3.54624 0.69107 -0.10621 -0.4 -0.5 -0.1
O 3.37119 3.75766 -3.78191 -0.6 0.8 0.0
C 4.36142 3.96961 -2.84711 3.9 0.8 0.9
O 4.34894 5.09624 -2.31166 -0.9 -0.4 -0.2
O 5.31777 3.14228 -2.78409 -1.3 -0.8 -1.1
H 3.07754 4.68717 -3.62961 -1.0 -0.5 -0.8
O 0.33569 -2.23865 -3.27825 0.5 0.1 0.3
C -0.19256 -1.67064 -4.40923 -2.2 -0.1 -2.2
O -0.97680 -2.37772 -5.08818 0.8 -0.2 0.9
O 0.09477 -0.47785 -4.67842 1.1 0.4 0.7
H 1.05930 -1.63614 -3.03671 0.1 -0.1 0.4
O -3.01146 -1.75360 -1.70188 0.2 -0.3 0.5
C -4.22121 -1.53836 -2.33528 -1.6 1.2 -1.9
O -5.27899 -2.06049 -1.90432 0.9 -0.5 0.9
O -4.11302 -0.77402 -3.32595 -0.2 -0.3 0.7
H -2.45837 -1.25192 -2.32981 0.3 -0.3 0.2
O 4.68222 -1.90509 -1.71155 -0.8 0.4 -0.6
C 3.54649 -1.25905 -1.26393 -1.8 0.7 2.7
O 3.39496 -0.98093 -0.05411 1.1 -0.6 -0.6
O 2.64258 -1.00737 -2.10439 0.4 0.1 -1.4
H 4.40186 -1.91916 -2.64330 0.6 -0.4 -0.1
O -1.82995 -1.16264 4.13848 -0.2 -0.5 -1.5
C -2.77498 -0.46164 3.36743 -2.1 2.0 -0.4
O -3.67692 0.18564 3.89295 0.1 -0.1 1.3
O -2.62176 -0.54520 2.12708 0.8 -1.0 -0.3
H -1.55064 -1.56583 3.27988 1.1 -0.5 1.0
O -0.20241 3.40664 0.72076 -2.2 1.2 -0.4
C -0.90598 3.27886 1.88761 1.9 -1.2 3.4
O -2.15031 3.49855 1.86963 -0.5 -0.1 -0.8
O -0.19285 2.97326 2.87112 -1.0 -0.2 -0.3
H -0.99799 3.84797 0.34535 1.0 -0.2 -1.6
O 5.32063 1.47997 0.24267 -1.6 0.7 -0.6
C 4.52953 2.31548 1.00288 -0.5 0.6 3.5
O 5.04185 2.90119 1.98528 0.6 -0.2 -0.9
O 3.27647 2.29780 0.79648 0.0 -0.4 -1.3
H 4.54748 1.22866 -0.30738 1.0 -0.9 -0.4
```
Positions in Å, forces in eV/Å.